Run w
Entry from the Open Molecules 2025 dataset: the molecule C5H3N3 (ωB97M-V/def2-TZVPD).

Each line ends with the Mulliken charge.
Atoms and positions in Å:
C -2.939 -0.392 0.031  0.192
C -1.740 -0.256 0.005  -0.486
C -0.286 -0.294 -0.094  0.433
C 0.406 0.912 -0.081  -0.314
C 1.775 0.705 -0.010  -0.268
N 2.346 -0.449 0.083  -0.223
N 1.619 -1.593 0.019  -0.447
N 0.345 -1.529 -0.111  -0.109
H -3.978 -0.431 0.155  0.440
H -0.101 1.845 0.050  0.371
H 2.553 1.482 -0.048  0.411

Summary:
structure (SMILES)	C#Cc1ccnnn1
multiplicity	1
E_HOMO	-10.116	eV
frontier orbital gap	9.675	eV

=====

Run x
Entry from the Open Molecules 2025 dataset: the molecule C5H3N3 (ωB97M-V/def2-TZVPD).

Each line ends with the Mulliken charge.
Atoms and positions in Å:
H 0.312 2.082 0.151  0.288
N -0.696 2.092 0.058  -0.559
C -0.846 0.802 -0.098  0.371
N -2.121 0.231 -0.094  -0.530
C -1.909 -1.067 -0.026  0.023
N -0.512 -1.429 0.074  -0.573
C 0.144 -0.323 -0.049  0.860
C 1.559 -0.145 -0.075  -0.417
C 2.817 -0.186 -0.028  -0.288
H -2.601 -1.896 0.087  0.402
H 3.853 -0.159 -0.001  0.422

Summary:
structure (SMILES)	[H]/N=C1/N=CN=C1C#C
multiplicity	1
E_HOMO	-10.263	eV
frontier orbital gap	8.469	eV

=====

Energy relative to the most stable one, in eV: run w 0.531; run x 0.000

=====

Run w
Entry from the Open Molecules 2025 dataset: a cluster of 3 separate species, C4H11NOS in total (ωB97M-V/def2-TZVPD).

Each line ends with the Mulliken charge.
Atoms and positions in Å:
C 0.425 -1.614 -0.004  -0.785
C -2.303 -0.250 0.704  -1.008
C 1.148 1.282 -0.802  -1.046
C -2.649 0.251 -0.377  -0.229
N 2.697 -0.320 0.614  -0.471
O 0.471 0.580 1.649  -0.666
S 0.984 -0.101 0.498  1.124
H 1.072 -1.909 -0.813  0.327
H -1.123 -1.667 -0.442  0.086
H -2.255 -1.322 0.757  0.504
H -2.253 0.462 1.598  0.165
H 0.556 2.073 -0.592  0.375
H 2.177 1.630 -0.734  0.398
H 0.748 0.991 -1.820  0.277
H -2.921 1.317 -0.566  0.228
H -3.121 -0.417 -1.027  0.337
H 3.083 -0.213 1.492  0.187
H 3.265 -0.772 -0.136  0.198

Summary:
multiplicity	1
E_HOMO	-8.081	eV
frontier orbital gap	8.583	eV

=====

Run x
Entry from the Open Molecules 2025 dataset: the molecule C4H11NOS (ωB97M-V/def2-TZVPD).

Each line ends with the Mulliken charge.
Atoms and positions in Å:
C -0.221 2.593 0.147  -1.051
C -0.919 1.321 0.074  -0.256
S 0.243 -0.003 0.142  0.682
C 1.115 -1.129 1.897  -1.162
O 1.410 0.267 -0.702  -0.616
N -0.619 -1.348 -0.366  -0.361
C -0.535 -1.492 -1.867  -0.910
H -1.088 3.427 -0.038  0.264
H 0.135 2.862 1.070  0.326
H 0.491 2.713 -0.741  0.301
H -1.810 1.288 0.700  0.301
H 1.700 -0.402 2.425  0.351
H 0.201 -1.476 2.327  0.415
H 1.572 -2.056 1.554  0.349
H -0.219 -2.211 0.100  0.308
H -1.112 -2.187 -2.315  0.388
H -0.760 -0.449 -2.193  0.322
H 0.417 -1.718 -2.214  0.347

Summary:
structure (SMILES)	CC=[S@](C)(=O)NC
multiplicity	1
E_HOMO (alpha / beta)	-7.644 / -7.646	eV
frontier orbital gap (alpha / beta)	7.916 / 7.919	eV

=====

Run y
Entry from the Open Molecules 2025 dataset: the molecule C4H11NOS (ωB97M-V/def2-TZVPD).

Each line ends with the Mulliken charge.
Atoms and positions in Å:
C 2.289 1.367 0.051  -1.309
C 1.223 0.442 0.467  0.076
C 0.120 0.095 -0.558  -0.726
N -1.077 -0.538 -0.161  0.014
C -0.972 -1.881 0.436  -0.796
S -2.263 0.454 0.529  0.128
O -3.230 0.754 -0.731  -0.484
H 2.934 1.115 -0.886  0.276
H 1.787 2.309 0.059  0.348
H 3.055 1.421 0.756  0.385
H 0.540 0.927 1.315  0.132
H 1.754 -0.543 0.797  0.232
H -0.227 1.122 -0.985  0.311
H 0.710 -0.556 -1.380  0.250
H -0.430 -1.699 1.417  0.315
H -2.003 -2.442 0.424  0.265
H -0.357 -2.519 -0.343  0.263
H -3.855 0.172 -1.207  0.321

Summary:
structure (SMILES)	CCCN(C)SO
multiplicity	1
E_HOMO	-8.463	eV
frontier orbital gap	9.163	eV

=====

Energy relative to the most stable one, in eV: run w 5.205; run x 2.569; run y 0.000